{
  "formula": "C11H11ClLaO2",
  "method": "the ωB97M-V functional and the def2-TZVPD basis",
  "symbols": ["C", "C", "C", "H", "C", "C", "H", "H", "H", "H", "La", "Cl", "C", "C", "C", "H", "C", "C", "H", "H", "H", "H", "O", "C", "O", "H"],
  "positions_angstrom": [[-0.406, -0.056, -3.089], [-0.896, -1.149, -2.289], [0.213, -1.754, -1.635], [-1.928, -1.486, -2.201], [1.388, -1.037, -1.984], [1.026, 0.011, -2.894], [1.675, 0.831, -3.181], [-1.035, 0.728, -3.505], [0.187, -2.691, -1.072], [2.396, -1.294, -1.656], [-0.146, 1.202, -0.911], [-2.523, 1.998, -0.356], [-0.417, -0.157, 3.163], [0.789, -0.837, 2.865], [0.473, -1.970, 2.071], [1.794, -0.478, 3.098], [-0.931, -1.999, 1.891], [-1.487, -0.886, 2.558], [-2.530, -0.556, 2.518], [-0.507, 0.815, 3.658], [1.196, -2.623, 1.568], [-1.479, -2.685, 1.237], [2.389, 4.386, 0.159], [1.777, 3.450, -0.284], [1.560, 2.240, 0.263], [1.206, 3.471, -1.264]],
  "lowdin_charge": [-0.345, -0.217, -0.160, 0.102, -0.190, -0.312, 0.086, 0.082, 0.105, 0.103, 1.737, -0.303, -0.224, -0.227, -0.242, 0.060, -0.249, -0.231, 0.059, 0.060, 0.056, 0.057, 0.037, -0.563, -0.362, 0.079],
  "relative_energy_kcal_mol": 14.27,
  "molar_mass_g_mol": 349.57,
  "largest_force_ev_per_a": 3.3,
  "total_energy_ha": -1068.1129,
  "total_charge": -1,
  "orbital_gap_ha": 0.181,
  "e_homo_ev": -3.08
}

***

{
  "formula": "C48H132N12O12",
  "method": "the ωB97M-V functional and the def2-TZVPD basis",
  "symbols": ["C", "O", "C", "C", "C", "N", "H", "H", "H", "H", "H", "H", "H", "H", "H", "H", "H", "C", "O", "C", "C", "C", "N", "H", "H", "H", "H", "H", "H", "H", "H", "H", "H", "H", "C", "O", "C", "C", "C", "N", "H", "H", "H", "H", "H", "H", "H", "H", "H", "H", "H", "C", "O", "C", "C", "C", "N", "H", "H", "H", "H", "H", "H", "H", "H", "H", "H", "H", "C", "O", "C", "C", "C", "N", "H", "H", "H", "H", "H", "H", "H", "H", "H", "H", "H", "C", "O", "C", "C", "C", "N", "H", "H", "H", "H", "H", "H", "H", "H", "H", "H", "H", "C", "O", "C", "C", "C", "N", "H", "H", "H", "H", "H", "H", "H", "H", "H", "H", "H", "C", "O", "C", "C", "C", "N", "H", "H", "H", "H", "H", "H", "H", "H", "H", "H", "H", "C", "O", "C", "C", "C", "N", "H", "H", "H", "H", "H", "H", "H", "H", "H", "H", "H", "C", "O", "C", "C", "C", "N", "H", "H", "H", "H", "H", "H", "H", "H", "H", "H", "H", "C", "O", "C", "C", "C", "N", "H", "H", "H", "H", "H", "H", "H", "H", "H", "H", "H", "C", "O", "C", "C", "C", "N", "H", "H", "H", "H", "H", "H", "H", "H", "H", "H", "H"],
  "positions_angstrom": [[21.077, 21.908, 13.209], [20.825, 20.625, 12.823], [19.822, 19.972, 13.572], [19.332, 18.662, 12.851], [18.803, 18.907, 11.433], [18.373, 17.962, 13.626], [21.993, 22.114, 12.654], [21.322, 21.936, 14.271], [20.241, 22.557, 12.948], [20.139, 19.681, 14.573], [18.885, 20.499, 13.751], [20.202, 18.016, 12.732], [19.597, 19.449, 10.919], [17.936, 19.560, 11.534], [18.597, 17.981, 10.895], [17.533, 18.490, 13.813], [18.143, 17.154, 13.064], [9.814, 25.280, 15.148], [11.075, 24.886, 14.711], [12.048, 24.881, 15.759], [13.453, 24.752, 15.134], [13.723, 23.394, 14.542], [14.509, 24.910, 16.117], [9.234, 25.542, 14.263], [9.854, 26.223, 15.693], [9.234, 24.502, 15.645], [11.886, 25.825, 16.279], [11.793, 24.107, 16.483], [13.619, 25.552, 14.414], [12.968, 23.105, 13.811], [13.738, 22.564, 15.249], [14.714, 23.341, 14.091], [14.513, 25.886, 16.374], [15.291, 24.725, 15.504], [14.592, 12.339, 9.215], [15.001, 13.023, 10.439], [16.300, 13.584, 10.443], [16.341, 14.834, 11.391], [15.478, 15.940, 10.928], [17.687, 15.319, 11.577], [13.529, 12.100, 9.211], [15.248, 11.501, 8.981], [14.689, 13.107, 8.448], [16.876, 12.788, 10.916], [16.607, 13.793, 9.419], [16.052, 14.581, 12.411], [15.945, 16.346, 10.030], [15.457, 16.792, 11.607], [14.455, 15.633, 10.712], [18.339, 14.551, 11.642], [18.052, 15.687, 10.710], [14.837, 19.431, 9.904], [13.870, 20.455, 9.896], [14.445, 21.726, 9.575], [13.293, 22.788, 9.661], [12.240, 22.736, 8.496], [13.780, 24.168, 9.498], [15.450, 19.426, 9.003], [14.258, 18.508, 9.873], [15.459, 19.639, 10.774], [15.185, 21.962, 10.340], [14.887, 21.819, 8.582], [12.721, 22.619, 10.573], [11.730, 21.773, 8.507], [12.759, 22.832, 7.543], [11.500, 23.532, 8.590], [12.978, 24.782, 9.482], [14.358, 24.265, 8.676], [12.252, 15.615, 21.139], [11.592, 15.469, 19.897], [12.224, 16.231, 18.820], [11.358, 15.957, 17.577], [11.431, 14.487, 17.163], [11.812, 16.737, 16.451], [13.332, 15.650, 21.002], [12.014, 14.735, 21.737], [11.926, 16.494, 21.696], [12.283, 17.283, 19.102], [13.215, 15.830, 18.607], [10.329, 16.215, 17.828], [10.828, 14.264, 16.284], [10.887, 13.901, 17.904], [12.434, 14.072, 17.059], [11.239, 16.588, 15.633], [11.680, 17.726, 16.608], [11.200, 15.799, 12.175], [10.457, 17.024, 12.368], [11.460, 18.036, 12.491], [10.870, 19.500, 12.389], [10.225, 19.879, 11.045], [11.896, 20.538, 12.701], [10.521, 14.952, 12.075], [11.916, 15.434, 12.911], [11.703, 15.884, 11.212], [11.927, 17.885, 13.464], [12.252, 17.929, 11.750], [10.084, 19.536, 13.143], [9.499, 19.107, 10.788], [10.945, 19.742, 10.238], [9.689, 20.825, 10.974], [11.542, 21.482, 12.638], [12.609, 20.581, 11.987], [16.090, 13.236, 21.827], [17.140, 13.326, 20.798], [16.860, 12.626, 19.582], [15.868, 13.438, 18.654], [15.278, 12.657, 17.473], [16.523, 14.598, 18.068], [16.007, 12.205, 22.171], [15.171, 13.449, 21.282], [16.413, 13.901, 22.629], [17.795, 12.514, 19.033], [16.421, 11.666, 19.855], [15.070, 13.839, 19.279], [15.004, 11.612, 17.618], [15.987, 12.642, 16.645], [14.391, 13.116, 17.037], [15.775, 15.068, 17.579], [16.838, 15.342, 18.674], [20.333, 9.473, 13.571], [19.263, 10.253, 14.097], [19.707, 11.299, 14.962], [18.649, 12.347, 15.356], [18.209, 13.218, 14.197], [19.003, 13.058, 16.503], [19.842, 8.741, 12.930], [20.845, 8.924, 14.361], [20.966, 9.949, 12.822], [20.159, 10.814, 15.827], [20.517, 11.860, 14.496], [17.684, 11.898, 15.590], [18.972, 13.905, 13.830], [17.403, 13.871, 14.532], [17.899, 12.653, 13.318], [19.510, 13.866, 16.170], [18.154, 13.449, 16.886], [15.231, 9.758, 14.460], [14.370, 10.614, 13.692], [14.356, 12.046, 14.032], [13.055, 12.771, 13.561], [11.818, 12.007, 14.102], [12.848, 12.662, 12.080], [16.284, 10.034, 14.423], [15.045, 8.743, 14.108], [14.823, 9.825, 15.469], [14.397, 12.080, 15.120], [15.236, 12.480, 13.559], [13.108, 13.780, 13.968], [11.512, 11.131, 13.529], [10.913, 12.612, 14.139], [12.010, 11.599, 15.094], [12.843, 11.676, 11.858], [13.591, 13.091, 11.547], [17.047, 19.893, 18.223], [17.660, 18.576, 18.040], [18.800, 18.665, 17.093], [19.566, 17.254, 17.007], [21.059, 17.421, 16.484], [18.913, 16.163, 16.262], [17.626, 20.612, 18.801], [16.194, 19.726, 18.881], [16.735, 20.334, 17.276], [18.515, 19.053, 16.115], [19.517, 19.352, 17.545], [19.774, 16.930, 18.027], [21.703, 17.918, 17.209], [21.099, 18.038, 15.586], [21.564, 16.472, 16.307], [18.048, 16.115, 16.781], [18.631, 16.538, 15.367], [8.407, 19.504, 19.429], [9.132, 20.306, 18.537], [9.917, 19.523, 17.681], [10.604, 20.320, 16.566], [9.712, 21.265, 15.704], [11.271, 19.494, 15.660], [7.331, 19.678, 19.436], [8.872, 19.588, 20.412], [8.483, 18.426, 19.287], [10.626, 18.897, 18.222], [9.313, 18.853, 17.069], [11.330, 20.891, 17.146], [9.156, 21.921, 16.374], [9.055, 20.728, 15.020], [10.341, 21.836, 15.021], [10.534, 18.869, 15.367], [11.497, 20.010, 14.822], [15.616, 20.357, 13.459], [15.821, 19.059, 14.051], [15.011, 18.647, 15.178], [15.491, 17.271, 15.748], [15.369, 16.165, 14.699], [14.789, 16.764, 16.928], [14.729, 20.463, 12.834], [16.417, 20.751, 12.834], [15.418, 21.068, 14.261], [14.993, 19.405, 15.962], [13.962, 18.428, 14.978], [16.568, 17.359, 15.888], [16.068, 16.358, 13.885], [14.392, 16.019, 14.240], [15.575, 15.150, 15.039], [14.883, 17.559, 17.544], [13.810, 16.754, 16.680]],
  "lowdin_charge": [-0.137, -0.176, -0.181, -0.427, -0.041, 0.063, 0.095, 0.089, 0.092, 0.096, 0.116, 0.136, 0.073, 0.058, 0.060, 0.038, 0.046, -0.135, -0.197, -0.172, -0.436, -0.075, 0.026, 0.087, 0.086, 0.080, 0.113, 0.126, 0.140, 0.065, 0.080, 0.071, 0.072, 0.064, -0.049, -0.270, -0.159, -0.444, -0.062, 0.058, 0.088, 0.090, 0.081, 0.121, 0.125, 0.109, 0.083, 0.071, 0.082, 0.066, 0.069, -0.099, -0.221, -0.171, -0.384, -0.070, 0.012, 0.092, 0.085, 0.066, 0.118, 0.125, 0.116, 0.059, 0.074, 0.071, 0.063, 0.068, -0.114, -0.195, -0.163, -0.421, -0.041, 0.038, 0.077, 0.087, 0.082, 0.119, 0.098, 0.130, 0.071, 0.080, 0.064, 0.077, 0.022, -0.103, -0.166, -0.188, -0.368, -0.057, 0.048, 0.086, 0.063, 0.081, 0.096, 0.111, 0.107, 0.071, 0.069, 0.079, 0.060, 0.034, -0.059, -0.215, -0.166, -0.394, -0.050, 0.040, 0.078, 0.060, 0.089, 0.113, 0.113, 0.107, 0.080, 0.049, 0.047, 0.019, 0.084, -0.117, -0.197, -0.181, -0.474, -0.070, 0.064, 0.080, 0.088, 0.083, 0.118, 0.120, 0.112, 0.072, 0.059, 0.068, 0.047, 0.023, -0.077, -0.218, -0.149, -0.360, -0.072, 0.055, 0.074, 0.086, 0.077, 0.079, 0.104, 0.107, 0.073, 0.062, 0.071, 0.063, 0.022, -0.098, -0.215, -0.144, -0.356, -0.056, 0.059, 0.079, 0.080, 0.071, 0.088, 0.111, 0.125, 0.064, 0.045, 0.069, 0.031, 0.032, -0.114, -0.147, -0.216, -0.438, -0.029, 0.035, 0.091, 0.089, 0.079, 0.115, 0.127, 0.139, 0.070, 0.077, 0.062, 0.071, 0.035, -0.074, -0.218, -0.132, -0.392, -0.050, 0.067, 0.061, 0.075, 0.067, 0.109, 0.101, 0.096, 0.051, 0.070, 0.061, 0.076, 0.024],
  "relative_energy_kcal_mol": 115.03,
  "molar_mass_g_mol": 1069.66,
  "largest_force_ev_per_a": 3.3,
  "total_energy_ha": -3467.6032,
  "orbital_gap_ha": 0.323,
  "e_homo_ev": -8.35,
  "smiles": "COC[C@H](C)N.COC[C@H](C)N.COC[C@H](C)N.COC[C@H](C)N.COC[C@H](C)N.COC[C@H](C)N.COC[C@H](C)N.COC[C@H](C)N.COC[C@H](C)N.COC[C@H](C)N.COC[C@H](C)N.COC[C@H](C)N"
}

***

{
  "formula": "CH2ClN",
  "method": "the ωB97M-V functional and the def2-TZVPD basis",
  "symbols": ["C", "N", "Cl", "H", "H"],
  "positions_angstrom": [[-1.267, -2.038, 0.216], [0.161, 1.112, -0.028], [-0.472, -0.985, -0.537], [1.001, 1.227, -0.536], [0.577, 0.685, 0.886]],
  "lowdin_charge": [-0.489, -0.182, 0.752, -0.078, -0.003],
  "relative_energy_kcal_mol": 150.06,
  "molar_mass_g_mol": 63.49,
  "largest_force_ev_per_a": 3.5,
  "total_energy_ha": -553.9859,
  "orbital_gap_ha": [0.340, 0.265],
  "e_homo_ev": [-9.75, -8.15]
}